# C30H32CoN10O2S

A structure of composition C30H32CoN10O2S at a distorted geometry (ωB97M-V with the def2-TZVPD basis set, the OMol25 dataset).

Each line ends with the Mulliken spin population.
Atoms and positions in Å:
Co1 -0.27110 0.53660 -0.14750  2.7178
C1 -1.92740 2.75980 5.01380  0.0285
C2 -2.22420 1.41460 5.16460  -0.0125
C3 -1.99380 0.50390 4.15210  0.0470
C4 -1.52680 0.91750 2.88390  -0.0200
C5 -1.18720 2.28130 2.78720  0.0132
C6 -1.37200 3.17600 3.81500  -0.0181
N1 -1.31460 0.12540 1.79470  0.1580
C7 -1.79530 -1.13960 1.66270  0.0443
C8 -2.86020 -1.75450 2.34680  0.0321
C9 -3.22420 -3.06010 2.08740  -0.0085
C10 -2.53840 -3.82660 1.14990  0.0443
C11 -1.51580 -3.25330 0.42670  -0.0475
C12 -1.16770 -1.91520 0.64390  0.0713
N2 -0.18640 -1.29310 -0.06580  0.0044
N3 0.47820 -1.98160 -0.94450  -0.1552
C13 1.44320 -1.36760 -1.61630  0.0282
C14 2.25050 -2.09390 -2.52760  -0.0411
C15 3.20700 -1.43130 -3.24600  0.0146
C16 3.36310 -0.05280 -3.05920  -0.0440
C17 2.54760 0.58120 -2.14190  0.0203
N4 1.60750 -0.02660 -1.43580  -0.0026
H1 -2.10520 3.46540 5.81200  0.0016
H2 -2.64130 1.06930 6.10070  0.0001
H3 -2.15860 -0.53760 4.36630  -0.0005
H4 -0.77630 2.62130 1.85870  0.0088
H5 -1.10570 4.21440 3.67420  -0.0005
H6 -3.47100 -1.18490 3.02240  -0.0045
H7 -4.06850 -3.49160 2.60760  -0.0007
H8 -2.82510 -4.85260 0.96530  0.0030
H9 -0.98210 -3.81040 -0.32820  -0.0083
H10 2.08010 -3.15240 -2.63510  -0.0008
H11 3.82580 -1.95460 -3.96110  0.0003
H12 4.09080 0.50650 -3.62590  -0.0022
H13 2.64540 1.64910 -1.99370  -0.0057
N5 -3.86550 5.87780 2.91860  0.0000
C18 -3.88460 4.73240 2.15210  -0.0021
C19 -3.48070 4.76490 0.81280  -0.0007
C20 -3.46610 3.60450 0.06030  0.0009
C21 -3.81300 2.40160 0.64440  0.0004
C22 -4.18300 2.35070 1.97440  -0.0001
C23 -4.23610 3.50640 2.72540  0.0026
S1 -3.86220 0.90080 -0.33060  0.0057
O1 -4.80020 1.08140 -1.40190  0.0057
O2 -4.14330 -0.17380 0.57830  -0.0006
N6 -2.30710 0.75320 -0.87620  0.0293
C24 -2.02330 1.01890 -2.14180  -0.0036
N7 -2.84890 1.64110 -2.99350  0.0022
C25 -2.47190 1.74530 -4.24550  -0.0013
C26 -1.24840 1.28030 -4.71360  0.0040
C27 -0.39040 0.78610 -3.74230  0.0000
N8 -0.75630 0.66380 -2.48400  0.0321
H14 -3.92410 6.76030 2.43590  0.0000
H15 -4.37180 5.83780 3.78880  0.0000
H16 -3.19150 5.71030 0.37300  0.0000
H17 -3.21460 3.62000 -0.98940  -0.0002
H18 -4.43160 1.39100 2.39340  0.0001
H19 -4.53980 3.47310 3.76190  0.0006
H20 -3.17510 2.24320 -4.90250  -0.0002
H21 -0.97140 1.34920 -5.75110  0.0001
H22 0.61960 0.47620 -3.98700  -0.0007
N9 -0.24300 2.73410 -0.45690  0.0122
C28 0.92760 3.61230 -0.33090  -0.0002
C29 1.74670 3.41600 0.94680  0.0033
C30 2.41050 2.04320 1.04530  0.0028
N10 1.45480 0.95980 1.26780  0.0609
H23 -0.57840 2.80420 -1.41610  -0.0003
H24 -1.01690 3.09070 0.10660  -0.0120
H25 0.61510 4.66660 -0.37640  0.0004
H26 1.57450 3.41250 -1.18890  0.0003
H27 1.12880 3.60100 1.82640  0.0004
H28 2.54080 4.16770 0.93330  -0.0004
H29 3.15280 2.07600 1.85580  0.0033
H30 2.93710 1.83880 0.11240  0.0006
H31 1.02030 1.06200 2.18400  -0.0094
H32 1.95460 0.07290 1.26460  -0.0012

The calculation puts the HOMO energy (spin up / spin down) at -6.68 / -6.51 eV. For the total energy, the calculation gives -99087.5597 eV. Its orbital gap (spin up / spin down) is 5.61 / 5.31 eV. Its total charge is 0. As for the multiplicity: 4. The LUMO energy (spin up / spin down) comes out at -0.0393 / -0.0439 Eh.